Below is a cluster of 6 separate species, C50H97BrF4N5O8P in total at a distorted geometry, with properties calculated with wB97M-V/def2-TZVPD.

Computed properties:
HOMO	-8.02	eV
total charge	0
orbital gap	0.264	Eh

Each line ends with the Löwdin charge.
CARTESIAN COORDINATES (ANGSTROEM)
C1 -0.8917 1.0241 5.2460  -0.1119
C2 0.1702 0.1801 4.4001  -0.2293
C3 0.7146 -0.9276 5.3947  -0.1972
C4 2.0509 -1.6321 4.8629  -0.1914
C5 2.4785 -1.1897 3.4454  -0.2241
C6 3.4458 -0.1064 3.3757  -0.4786
Br1 4.1374 0.8037 4.9561  0.8135
C7 3.9217 0.3714 2.1078  -0.1009
C8 3.4375 -0.2963 0.8985  -0.0042
C9 2.4648 -1.3727 0.9676  -0.1271
C10 2.0390 -1.9977 -0.3933  -0.1530
C11 3.3072 -2.7950 -0.9670  -0.1753
C12 3.0840 -4.3612 -0.7552  -0.1793
C13 4.5293 -5.0162 -0.7881  -0.1563
C14 4.6375 -6.2975 0.1447  -0.2094
O1 5.1379 -7.3996 -0.6266  -0.1821
C15 6.1467 -8.1212 0.0806  -0.2846
C16 6.9527 -8.9449 -0.9918  -0.0856
C17 1.9305 -1.8377 2.2649  -0.2541
P1 0.6563 -3.1743 2.1619  0.9450
C18 -0.1522 -3.6627 3.7595  -0.3166
C19 -0.7737 -2.3832 1.1906  -0.2680
C20 4.0202 0.2553 -0.4445  -0.2425
O2 3.3684 0.3770 -1.4444  0.1352
C21 5.5171 0.7521 -0.4228  0.0199
C22 6.3297 0.4927 -1.6948  -0.3361
F1 5.7558 1.2561 -2.7220  0.0728
F2 7.6673 0.7473 -1.7219  0.1034
C23 6.1950 -1.0115 -2.2125  -0.2398
F3 5.1425 -1.2018 -3.0591  0.0765
F4 6.2308 -1.8704 -1.1324  0.0497
C24 5.8892 1.3860 0.7077  -0.0298
C25 7.2933 2.0074 0.8913  -0.2656
C26 7.6301 3.1941 -0.1295  -0.0374
C27 8.4852 0.9802 1.0813  -0.1717
C28 8.0457 -0.4724 1.4911  -0.2277
C29 7.5738 -0.4992 3.0035  -0.0860
C30 4.9082 1.5479 1.9189  -0.3022
O3 4.9386 2.5408 2.5842  0.0899
H1 -1.7080 1.4288 4.6070  0.0663
H2 -0.3477 1.9176 5.6554  0.0753
H3 -1.2511 0.4487 6.1283  0.0655
H4 0.9706 0.9203 4.1433  0.0989
H5 -0.2706 -0.2538 3.4742  0.0897
H6 0.9694 -0.3537 6.3273  0.1083
H7 -0.0721 -1.6550 5.6926  0.0886
H8 1.9968 -2.7481 4.9440  0.0915
H9 2.8291 -1.3578 5.6221  0.0572
H10 1.2405 -2.7650 -0.3055  0.0478
H11 1.6665 -1.2348 -1.1189  0.1181
H12 3.4751 -2.6092 -2.0487  0.1091
H13 4.1615 -2.5339 -0.3094  0.0852
H14 2.7231 -4.4747 0.3001  0.0772
H15 2.3986 -4.7966 -1.5147  0.1191
H16 4.8432 -5.2410 -1.8392  0.1192
H17 5.3105 -4.3091 -0.3984  0.0965
H18 5.2783 -6.0782 1.0414  0.1189
H19 3.6120 -6.5492 0.5147  0.1175
H20 6.8755 -7.4419 0.6020  0.1180
H21 5.6737 -8.8325 0.8089  0.1200
H22 7.5587 -8.2206 -1.5914  0.0758
H23 7.6250 -9.6995 -0.5213  0.0716
H24 6.2398 -9.4682 -1.6704  0.0752
H25 -0.7230 -2.7830 4.1575  0.0259
H26 0.4993 -4.1441 4.5175  0.0394
H27 -0.9418 -4.4205 3.5020  0.0497
H28 -0.5938 -1.2828 1.1979  0.0428
H29 -1.7449 -2.5762 1.7057  0.0324
H30 -0.8093 -2.7615 0.1396  0.0351
H31 7.1190 -1.2294 -2.8105  0.1757
H32 7.2680 2.5512 1.8758  0.1288
H33 6.7789 3.3601 -0.8348  0.0734
H34 8.5094 2.8540 -0.7262  0.0673
H35 7.8893 4.1309 0.4112  0.0836
H36 9.1430 1.3485 1.9147  0.1145
H37 9.1634 0.9314 0.1877  0.1011
H38 8.9554 -1.1186 1.4008  0.1073
H39 7.2581 -0.9178 0.8447  0.0830
H40 7.9553 -1.4495 3.4576  0.0761
H41 8.0766 0.3339 3.5566  0.0782
H42 6.4704 -0.3894 3.1242  0.0439
C31 -5.3073 -2.6518 1.7805  -0.1010
O4 -4.4505 -3.2244 0.8078  -0.2032
C32 -5.0843 -3.5423 -0.4237  -0.1939
C33 -5.2389 -2.3510 -1.3856  -0.4226
C34 -6.3683 -1.4007 -1.0009  -0.0648
N1 -3.9921 -1.5850 -1.5058  0.0416
H43 -6.3202 -3.0617 1.7281  0.0853
H44 -5.3325 -1.5656 1.6734  0.0765
H45 -4.8935 -2.8750 2.7657  0.0860
H46 -4.4337 -4.2796 -0.9043  0.1230
H47 -6.0440 -4.0430 -0.2480  0.0999
H48 -5.4830 -2.7598 -2.3712  0.1367
H49 -6.1072 -0.7594 -0.1580  0.0659
H50 -6.6088 -0.7417 -1.8377  0.0783
H51 -7.2753 -1.9544 -0.7431  0.0638
H52 -3.2619 -2.2006 -1.8571  0.0685
H53 -3.6831 -1.3589 -0.5617  0.0632
C35 -8.8162 -5.1525 0.4672  -0.1042
O5 -8.8252 -4.4612 -0.7704  -0.2075
C36 -9.9975 -4.6566 -1.5476  -0.2007
C37 -11.1855 -3.7661 -1.1408  -0.4275
C38 -11.8952 -4.2364 0.1249  -0.0716
N2 -10.7782 -2.3668 -0.9654  0.0470
H54 -9.3251 -6.1181 0.4021  0.0926
H55 -9.2676 -4.5384 1.2493  0.0771
H56 -7.7757 -5.3276 0.7470  0.0759
H57 -9.7153 -4.3925 -2.5713  0.1222
H58 -10.2775 -5.7172 -1.5665  0.1200
H59 -11.9162 -3.8082 -1.9549  0.1355
H60 -11.3352 -4.0011 1.0308  0.0638
H61 -12.8669 -3.7467 0.2169  0.0758
H62 -12.0691 -5.3151 0.1001  0.0788
H63 -10.3935 -2.0255 -1.8437  0.0756
H64 -9.9788 -2.3605 -0.3341  0.0660
C39 7.6305 6.1228 -6.2447  -0.1088
O6 6.2469 6.0846 -5.9431  -0.1917
C40 5.7385 4.7902 -5.6548  -0.2026
C41 5.9758 4.3194 -4.2084  -0.4249
C42 7.4060 3.8624 -3.9438  -0.0652
N3 5.6210 5.3591 -3.2348  0.0472
H65 7.9579 5.2294 -6.7842  0.0902
H66 8.2159 6.2492 -5.3317  0.0735
H67 7.8125 6.9944 -6.8755  0.0865
H68 4.6577 4.8608 -5.8115  0.1216
H69 6.1105 4.0572 -6.3816  0.1195
H70 5.3247 3.4566 -4.0366  0.1269
H71 8.1033 4.6961 -3.8469  0.0688
H72 7.4555 3.2990 -3.0112  0.0377
H73 7.7634 3.2092 -4.7441  0.0843
H74 4.6372 5.5928 -3.3500  0.0638
H75 6.1049 6.2114 -3.5133  0.0688
C43 3.1103 9.0591 -2.0499  -0.1043
O7 1.7258 9.0234 -1.7524  -0.1905
C44 1.2144 7.7279 -1.4764  -0.2075
C45 1.4480 7.2436 -0.0333  -0.4309
C46 2.8776 6.7806 0.2312  -0.0696
N4 1.0924 8.2752 0.9484  0.0357
H76 3.4366 8.1684 -2.5947  0.0818
H77 3.6907 9.1763 -1.1326  0.0751
H78 3.2997 9.9348 -2.6727  0.0876
H79 0.1341 7.8021 -1.6350  0.1200
H80 1.5870 7.0005 -2.2089  0.1162
H81 0.7942 6.3804 0.1287  0.1340
H82 3.5740 7.6132 0.3376  0.0642
H83 2.9234 6.2086 1.1601  0.0764
H84 3.2373 6.1342 -0.5736  0.0725
H85 0.1096 8.5118 0.8334  0.0704
H86 1.5787 9.1288 0.6797  0.0683
C47 -10.6304 2.9057 1.1413  -0.1098
O8 -10.8379 1.5937 0.6492  -0.1941
C48 -12.1539 1.0919 0.8346  -0.2085
C49 -13.1658 1.5547 -0.2285  -0.4313
C50 -13.6417 2.9912 -0.0352  -0.0754
N5 -12.6271 1.4101 -1.5853  0.0392
H87 -11.2113 3.1013 2.0472  0.0898
H88 -10.8692 3.6431 0.3721  0.0738
H89 -9.5707 3.0110 1.3799  0.0860
H90 -12.0648 0.0039 0.7591  0.1102
H91 -12.5107 1.3054 1.8504  0.1175
H92 -14.0457 0.9091 -0.1412  0.1341
H93 -12.8958 3.7244 -0.3444  0.0629
H94 -14.5357 3.1766 -0.6344  0.0749
H95 -13.8979 3.1829 1.0100  0.0769
H96 -12.4017 0.4301 -1.7434  0.0617
H97 -11.7195 1.8719 -1.6011  0.0681

Cartesian forces, eV/Å:
C 0.9 0.4 -0.5
C -0.7 0.3 1.6
C 0.8 1.0 -0.6
C -0.2 -0.1 0.8
C 0.5 0.1 0.4
C -0.3 -0.3 -1.8
Br -0.6 -0.7 -0.7
C -0.9 -1.2 -0.3
C 0.1 0.1 1.5
C -0.3 0.7 0.3
C 0.6 -0.6 -0.3
C -1.5 -0.9 0.5
C 2.0 1.2 0.7
C 0.0 -0.3 0.4
C -0.7 0.6 -0.8
O 0.8 0.4 1.2
C 0.7 -1.2 -0.8
C -0.3 0.5 0.2
C 1.6 2.6 -0.3
P 0.1 -1.2 -0.9
C -1.2 0.7 0.2
C 0.2 0.5 0.6
C 0.6 0.0 0.7
O -0.1 -0.2 0.0
C -1.0 -0.2 1.3
C -1.9 -0.5 -1.4
F 0.8 -0.4 0.9
F -0.9 0.1 0.6
C 1.8 0.3 -0.8
F 0.4 -0.1 1.3
F -0.7 0.6 -0.9
C 1.2 0.0 -0.3
C 0.3 1.4 1.2
C 0.0 -1.1 -0.2
C 0.0 -0.6 -0.2
C 0.4 0.3 0.8
C 0.7 -0.1 -0.4
C -0.2 -1.3 -1.4
O 0.0 0.0 0.2
H 0.4 -0.5 0.6
H -0.5 -0.8 -0.2
H -0.1 0.4 -0.8
H -0.5 -1.0 -0.1
H 0.3 0.3 0.6
H -0.1 -0.6 -0.7
H 0.5 0.5 -0.4
H -0.1 1.0 -0.3
H -0.5 -0.2 -1.0
H 0.5 0.7 0.3
H 0.5 -0.5 0.8
H 0.1 0.2 0.9
H -0.3 0.0 -0.9
H -0.2 -0.1 -1.0
H 0.4 0.2 0.7
H -0.3 -0.2 0.9
H -0.9 -0.3 -0.4
H -0.4 -0.3 -0.9
H 0.7 0.1 -0.2
H -0.8 -0.4 -0.3
H 0.4 0.7 -0.3
H -0.4 -0.7 0.4
H -0.5 0.6 -0.3
H 0.5 0.4 0.5
H 0.6 -0.9 0.1
H -0.3 0.6 -0.6
H 0.8 0.6 -0.1
H -0.3 -0.7 -0.2
H 0.7 0.0 -0.4
H 0.0 0.3 1.0
H -0.8 0.2 0.5
H -0.4 -0.7 -0.8
H 0.7 0.1 0.6
H -0.6 0.5 0.3
H -0.3 -0.7 -0.4
H -0.6 -0.2 -0.7
H -0.9 0.1 0.6
H -0.7 0.4 0.0
H 0.6 0.4 0.3
H -0.8 0.7 -0.2
H -0.5 -0.6 -0.4
H 0.8 -0.2 0.0
C 0.3 0.1 0.1
O -0.3 -0.1 0.0
C 0.2 -0.2 -0.3
C 0.0 0.2 0.4
C -0.3 0.1 -0.1
N 0.1 -0.3 0.0
H 0.0 0.0 -0.1
H -0.2 0.0 0.0
H 0.0 -0.1 -0.1
H 0.1 0.1 0.1
H -0.1 0.1 0.0
H 0.1 -0.1 0.1
H 0.1 -0.1 0.0
H 0.1 0.0 0.0
H 0.0 0.0 0.0
H 0.0 0.1 -0.1
H -0.1 0.1 -0.1
C 0.2 0.3 0.0
O -0.1 -0.3 0.0
C 0.0 0.2 -0.3
C 0.2 0.0 0.4
C -0.2 -0.1 0.0
N 0.1 -0.1 -0.2
H -0.1 0.0 0.0
H -0.1 -0.2 0.1
H 0.0 0.0 -0.1
H 0.1 0.0 0.1
H 0.0 0.0 0.1
H 0.1 0.0 -0.1
H 0.1 0.0 -0.1
H 0.1 0.0 0.0
H 0.0 0.0 0.0
H -0.1 0.1 0.0
H -0.1 0.1 0.1
C -0.1 0.3 0.1
O 0.1 -0.3 -0.1
C -0.3 0.0 0.1
C 0.3 0.2 -0.1
C 0.1 -0.2 0.1
N -0.2 0.1 -0.2
H 0.0 0.0 0.1
H 0.2 -0.1 -0.1
H -0.1 0.0 0.0
H 0.0 0.1 0.0
H 0.1 0.0 0.0
H -0.1 0.1 -0.1
H -0.1 0.0 -0.1
H 0.0 0.1 -0.1
H 0.0 0.0 0.0
H 0.0 -0.1 0.1
H 0.0 -0.1 0.1
C -0.1 0.3 0.1
O 0.1 -0.3 -0.2
C -0.3 0.0 0.1
C 0.3 0.3 0.0
C 0.1 -0.2 0.1
N -0.2 0.0 -0.2
H 0.0 0.0 0.1
H 0.2 -0.1 -0.1
H -0.1 0.0 0.0
H 0.0 0.1 0.0
H 0.1 0.0 0.0
H -0.1 0.1 -0.1
H -0.1 0.0 0.0
H 0.0 0.1 0.0
H 0.0 0.0 0.0
H 0.0 -0.1 0.1
H 0.0 -0.1 0.1
C 0.2 -0.1 -0.2
O -0.2 0.0 0.3
C -0.1 -0.4 -0.1
C 0.3 0.3 0.0
C -0.2 0.1 0.0
N 0.1 -0.2 0.1
H -0.1 0.0 0.0
H -0.1 0.1 0.1
H 0.0 -0.1 0.0
H 0.1 0.1 -0.1
H 0.0 0.2 0.0
H 0.1 -0.1 0.0
H 0.0 -0.1 0.0
H 0.1 0.0 0.0
H 0.0 0.0 0.0
H -0.1 0.0 0.0
H -0.1 0.1 0.0